No. 1
Computed, not measured: 4 unconnected molecules or ions with the total composition C20H49BN3O6P at a distorted geometry, with the ωB97M-V functional and the def2-TZVPD basis.

E_LUMO = 0.41 eV
HOMO-LUMO gap = 8.5 eV
structure (SMILES) = CCCCO[PH2](CCCCOC)B(O)CC.CNC(C)=O.CNC(C)=O.CNC(C)=O

Last column: Löwdin charge in e.
CARTESIAN COORDINATES (ANGSTROEM)
C1 7.79562 2.13879 -3.10520  -0.1141
C2 6.52337 3.00440 -3.45072  -0.2548
C3 5.23166 2.16322 -3.28910  -0.1857
C4 3.96686 3.07599 -3.22718  -0.3171
O1 3.51709 3.15284 -1.88114  -0.4055
P1 1.78682 2.98835 -1.68423  0.8782
C5 -0.09299 2.75235 -1.28801  -0.3405
C6 -0.78377 1.51909 -1.98272  -0.2422
C7 -1.72186 1.99233 -3.15059  -0.1554
C8 -1.48867 1.23047 -4.49887  -0.2132
O2 -1.39561 2.15290 -5.59629  -0.2068
C9 -0.04074 2.46957 -5.84072  -0.1279
B1 1.41342 4.76372 -2.34068  -0.4859
O3 1.16569 5.78134 -1.36383  0.0516
C10 1.32097 5.21027 -3.87634  -0.1796
C11 1.89505 6.68037 -3.99503  -0.1021
H1 7.51218 1.07772 -3.22151  0.0636
H2 8.10726 2.32604 -2.06811  0.0659
H3 8.60788 2.32684 -3.82228  0.0600
H4 6.52400 3.91540 -2.83400  0.1036
H5 6.63184 3.27530 -4.51484  0.1006
H6 5.24096 1.46947 -2.43786  0.1104
H7 5.13237 1.55307 -4.20946  0.1104
H8 4.28089 4.10372 -3.51571  0.1127
H9 3.19309 2.75611 -3.94851  0.0872
H10 2.05688 2.71082 -0.30770  0.0546
H11 1.75824 1.86212 -2.56290  0.0501
H12 -0.63898 3.70006 -1.47825  0.0567
H13 -0.18565 2.57412 -0.19819  0.0676
H14 -0.07618 0.73042 -2.28073  0.0800
H15 -1.44141 1.07665 -1.21028  0.0926
H16 -1.62426 3.07004 -3.35662  0.1024
H17 -2.77356 1.81228 -2.86520  0.1044
H18 -0.56381 0.62738 -4.50905  0.1123
H19 -2.35624 0.59250 -4.72198  0.1168
H20 0.48195 1.71243 -6.45593  0.0940
H21 0.48570 2.49133 -4.86271  0.0685
H22 0.06242 3.46057 -6.30495  0.0882
H23 0.27456 6.07332 -1.56203  0.0893
H24 1.91177 4.59258 -4.56708  0.0725
H25 0.26987 5.16952 -4.21878  0.1001
H26 1.16681 7.35657 -3.52585  0.0677
H27 2.07802 6.97127 -5.03725  0.0707
H28 2.82988 6.72758 -3.41340  0.0758
C12 3.73587 -0.68637 1.08931  -0.0086
C13 2.40350 -0.62685 0.38923  -0.5516
O4 2.28595 -0.17551 -0.74344  -0.0027
N1 1.31942 -1.09305 1.05684  0.0150
C14 1.25474 -1.66186 2.39573  -0.0736
H29 4.49975 -0.27922 0.43198  0.0788
H30 3.71042 -0.09106 2.00310  0.0847
H31 3.99408 -1.71965 1.32550  0.0847
H32 0.46526 -1.02127 0.52798  0.1351
H33 0.85620 -2.67217 2.32856  0.0470
H34 0.57633 -1.05388 2.99808  0.0825
H35 2.23113 -1.68863 2.87031  0.0767
C15 -1.62216 -5.86170 3.40744  -0.0022
C16 -1.28807 -4.44039 3.77625  -0.5263
O5 -0.27372 -3.88269 3.37461  0.0054
N2 -2.15638 -3.77799 4.58128  0.0110
C17 -3.39912 -4.26419 5.15252  -0.0769
H36 -0.83912 -6.25425 2.76437  0.0833
H37 -1.68022 -6.48176 4.30288  0.0875
H38 -2.56892 -5.90093 2.86702  0.0897
H39 -1.87087 -2.83412 4.78704  0.1392
H40 -4.21464 -3.62395 4.81135  0.0850
H41 -3.33275 -4.20263 6.24111  0.0846
H42 -3.60680 -5.28896 4.86367  0.0558
C18 -7.82232 -4.98480 5.09602  -0.0099
C19 -6.74248 -5.92472 5.56524  -0.5552
O6 -5.90882 -6.38903 4.80198  0.0181
N3 -6.71715 -6.25045 6.88469  0.0064
C20 -7.61098 -5.80720 7.93848  -0.0750
H43 -7.71102 -4.82264 4.02746  0.0839
H44 -8.80714 -5.41598 5.28108  0.0860
H45 -7.73570 -4.02326 5.60456  0.0848
H46 -5.97033 -6.88208 7.12599  0.1393
H47 -7.02767 -5.29612 8.70658  0.0830
H48 -8.09249 -6.67901 8.38488  0.0839
H49 -8.37314 -5.13289 7.56216  0.0726


No. 2
Computed, not measured: 2 unconnected molecules or ions with the total composition C4H12NOS at a distorted geometry, with the ωB97M-V functional and the def2-TZVPD basis.

E_LUMO = 3.56 eV
total charge = -1
HOMO-LUMO gap = 6.4 eV

Last column: Löwdin charge in e.
CARTESIAN COORDINATES (ANGSTROEM)
C1 1.69880 -1.73511 -0.13690  -0.1844
N1 1.00960 -0.61022 -0.72903  -0.1135
C2 0.19361 0.28301 0.13312  -0.5132
C3 -0.46306 1.31749 -0.76625  -0.7030
S1 -2.08098 2.03680 -0.19063  0.1655
C4 0.98084 0.95086 1.26332  -0.0911
H1 2.38955 -1.65442 0.71580  0.0574
H2 0.94495 -2.38113 0.39940  0.0802
H3 2.02456 -2.41951 -0.92326  0.0635
H4 1.62644 -0.09097 -1.34022  0.0958
H5 -0.60596 -0.36552 0.53337  0.1121
H6 0.25219 2.17798 -0.85274  0.0472
H7 -0.70252 0.91083 -1.75009  0.0295
H8 0.93759 0.17265 2.06526  0.0694
H9 0.49012 1.83666 1.67240  0.0611
H10 2.03686 1.01614 0.98579  0.0678
H11 -3.53579 0.13111 -0.79502  -0.0817
H12 -3.30328 -0.84028 0.23588  -0.0074
O1 -3.89352 -0.73637 -0.52021  -0.1551


No. 3
Computed, not measured: 2 unconnected molecules or ions with the total composition C3H6N4 at a distorted geometry, with the ωB97M-V functional and the def2-TZVPD basis.

E_LUMO = 0.72 eV
HOMO-LUMO gap = 10.3 eV

Last column: Löwdin charge in e.
CARTESIAN COORDINATES (ANGSTROEM)
C1 -0.09305 -0.77609 -1.92811  -0.0699
C2 0.41199 0.08188 -0.76709  -0.3399
C3 1.64070 0.38812 -0.06743  -0.0357
N1 -1.81233 0.69878 2.38633  -0.3421
N2 -1.84927 1.55459 3.10742  0.1636
N3 -1.83829 -0.35366 1.84051  0.0978
N4 -0.83886 0.07242 -0.90486  0.0960
H1 -0.16713 -0.43718 -2.89486  0.0451
H2 -0.21502 -1.83082 -1.78192  0.0726
H3 2.34406 0.78187 -0.87828  0.1205
H4 2.25530 -0.54047 0.02733  0.0987
H5 1.61461 0.77970 0.94836  0.0810
H6 -1.45272 -0.41914 0.91258  0.0124


No. 4
Computed, not measured: C5H7FN2 in the gas phase, with the ωB97M-V functional and the def2-TZVPD basis.

E_LUMO = 0.83 eV
HOMO-LUMO gap = 9.1 eV
structure (SMILES) = Cc1nc(C)c(F)[nH]1

Last column: Löwdin charge in e.
CARTESIAN COORDINATES (ANGSTROEM)
C1 1.17923 1.33316 1.83930  -0.0286
C2 0.58976 0.57929 0.70399  -0.4018
C3 -0.75366 -0.56734 -0.55716  -0.2831
C4 -1.99711 -1.30197 -0.95916  -0.0336
C5 0.39667 -0.39319 -1.25655  -0.2888
H1 2.10249 0.84728 2.21466  0.0825
H2 1.45041 2.36525 1.56014  0.0789
H3 0.42887 1.36690 2.64323  0.0839
H4 -2.21672 -2.12940 -0.27671  0.0764
H5 -1.87657 -1.70123 -1.97170  0.0757
H6 -2.86128 -0.64256 -0.93761  0.0718
H7 2.16705 0.62445 -0.73310  0.1606
N1 -0.61309 0.04367 0.67816  0.1398
N2 1.24513 0.33851 -0.46741  0.1635
F1 0.75882 -0.76281 -2.48007  0.1028


No. 5
Computed, not measured: a molecular structure, CH3O3PS at a distorted geometry, with the ωB97M-V functional and the def2-TZVPD basis.

E_LUMO = -1.06 eV
HOMO-LUMO gap = 8.9 eV

Last column: Löwdin charge in e.
CARTESIAN COORDINATES (ANGSTROEM)
C1 -0.96515 -0.93265 0.56650  -0.2324
O1 2.56908 1.50965 -0.60234  -0.4246
O2 0.74777 -0.08661 -0.90353  -0.6813
O3 -0.17299 1.59155 0.91838  -0.4701
P1 1.58758 1.15850 -1.66423  0.8506
S1 -0.55911 0.63390 -0.13498  0.7879
H1 -0.33536 -1.70704 0.08491  0.0646
H2 -0.86177 -0.99179 1.57449  0.0199
H3 -2.01004 -1.17551 0.16080  0.0853


No. 6
Computed, not measured: 2 unconnected molecules or ions with the total composition C4H13NSi at a distorted geometry, with the ωB97M-V functional and the def2-TZVPD basis.

E_LUMO (spin up / spin down) = -0.95 / 0.77 eV
HOMO-LUMO gap (spin up / spin down) = 6.2 / 10.0 eV

Last column: Löwdin charge in e.
CARTESIAN COORDINATES (ANGSTROEM)
C1 -0.73110 1.70240 1.22547  -0.1263
C2 1.68438 0.87115 1.07744  -0.1249
C3 0.65630 -0.71285 -1.95176  -0.2501
C4 0.27995 0.65421 1.40752  -0.1980
N1 -0.43658 -0.64627 -1.08953  -0.2140
Si1 -1.58782 -1.79889 -0.67635  0.4706
H1 -1.57373 1.30504 0.65611  0.0574
H2 -1.13464 2.01916 2.19365  0.0803
H3 -0.31882 2.56979 0.71544  0.0765
H4 1.97645 1.91212 1.24558  0.0821
H5 1.85153 0.68008 -0.00620  0.0502
H6 2.34919 0.19445 1.61376  0.0778
H7 0.42622 -0.20755 -2.90043  0.0876
H8 1.50482 -0.14306 -1.51336  0.0558
H9 1.01748 -1.72803 -2.17535  0.0672
H10 -0.03259 -0.29859 1.79865  0.0750
H11 -1.11504 -3.19264 -0.52106  -0.0956
H12 -2.15857 -1.32973 0.59525  -0.0861
H13 -2.65742 -1.85080 -1.69481  -0.0857


No. 7
Computed, not measured: a molecular structure, C8H19BF6FeN2O6S2 at a distorted geometry, with the ωB97M-V functional and the def2-TZVPD basis.

E_LUMO (spin up / spin down) = -2.90 / -6.60 eV
total charge = +1
HOMO-LUMO gap (spin up / spin down) = 11.0 / 7.2 eV
multiplicity = 6

Last column: Löwdin spin population.
CARTESIAN COORDINATES (ANGSTROEM)
Fe1 -0.35515 -0.47983 -0.32910  4.2037
B1 -0.86044 -2.55058 -0.67477  0.1816
H1 -0.07290 -2.28348 -1.36228  0.0499
H2 -0.99730 -3.62066 -0.65421  0.0332
H3 -0.59407 -2.09794 0.26779  0.0498
H4 -1.80309 -2.10091 -0.94579  0.0518
C1 2.86502 1.68052 1.69397  0.0032
F1 3.50272 0.55143 2.09386  0.0003
F2 3.29128 2.74241 2.34715  0.0014
F3 3.15958 1.83081 0.38811  0.0006
S1 0.87563 1.60484 1.82585  0.0073
O1 0.48278 2.12742 3.15592  0.0098
O2 0.49438 2.37387 0.64041  0.0061
N1 0.54329 -0.08239 1.46164  0.0968
S2 0.57337 -0.70332 2.92316  0.0075
O3 1.57488 -0.22633 3.88728  0.0134
O4 -0.81472 -0.75047 3.40253  0.0092
C2 1.09288 -2.54729 2.56668  0.0008
F4 1.94724 -2.64355 1.56224  0.0001
F5 1.64974 -2.99873 3.68237  0.0002
F6 0.01954 -3.33607 2.41335  0.0026
C3 -3.03400 0.36536 1.36008  0.0068
O5 -2.20231 0.49288 0.29073  0.0652
C4 -2.61277 1.51311 -0.63571  0.0034
C5 -2.46959 0.87961 -2.02744  0.0065
N2 -1.13052 0.27118 -2.21979  0.0895
C6 -0.12674 1.31511 -2.39991  0.0098
C7 1.22613 0.60300 -2.52703  0.0025
O6 1.51646 -0.31662 -1.45314  0.0604
C8 2.82290 -0.86560 -1.44460  0.0069
H5 -4.09149 0.35930 1.09593  0.0020
H6 -3.06950 1.26640 1.97242  0.0016
H7 -2.73110 -0.44924 2.01794  0.0004
H8 -1.91382 2.33766 -0.49539  -0.0001
H9 -3.63189 1.88480 -0.52925  0.0008
H10 -2.72640 1.60846 -2.79616  0.0032
H11 -3.23696 0.10590 -2.05226  0.0002
H12 -1.31969 -0.29033 -3.03773  0.0024
H13 -0.20405 2.12676 -1.67648  0.0013
H14 -0.36214 1.78792 -3.35340  0.0041
H15 2.01350 1.33404 -2.71069  0.0006
H16 1.19805 0.13839 -3.51264  0.0003
H17 2.96924 -1.56526 -2.26750  0.0011
H18 3.00093 -1.34685 -0.48294  0.0004
H19 3.54090 -0.04566 -1.46130  0.0016


No. 8
Computed, not measured: a molecular structure, C46H63CoN2OP3 at a distorted geometry, with the ωB97M-V functional and the def2-TZVPD basis.

E_LUMO (spin up / spin down) = -7.19 / -5.23 eV
total charge = +2
HOMO-LUMO gap (spin up / spin down) = 6.5 / 8.3 eV
multiplicity = 2

Last column: Löwdin spin population.
CARTESIAN COORDINATES (ANGSTROEM)
Co1 -0.80851 0.05734 -0.00289  1.3666
C1 -0.74881 -3.40867 -0.84996  -0.0028
C2 -0.88201 -2.25627 -1.86934  0.0016
P1 -2.26161 -1.12564 -1.40459  -0.1600
C3 -3.64919 -1.69822 -2.44677  -0.0291
C4 -4.19254 -2.96896 -2.22627  -0.0067
C5 -5.09662 -3.50818 -3.12826  0.0001
C6 -5.47881 -2.78508 -4.25020  -0.0082
C7 -4.95497 -1.51930 -4.46405  -0.0006
C8 -4.04626 -0.97146 -3.56921  -0.0117
C9 -1.93047 0.55089 -2.06420  -0.0242
C10 -1.25547 0.86073 -3.25366  -0.0074
C11 -1.39063 2.11413 -3.81454  -0.0010
C12 -2.16150 3.09121 -3.18432  -0.0064
C13 -2.80533 2.81424 -1.98928  0.0005
C14 -2.70246 1.54260 -1.43667  -0.0087
C15 0.09495 -3.09504 0.39511  -0.0008
P2 -0.42648 -1.68716 1.45575  -0.0550
C16 1.02898 -1.43263 2.54899  -0.0119
C17 0.87395 -0.49999 3.57872  -0.0047
C18 1.90467 -0.25196 4.47074  0.0005
C19 3.11292 -0.92878 4.34081  -0.0047
C20 3.26687 -1.87462 3.33929  -0.0004
C21 2.22691 -2.13146 2.45019  -0.0053
C22 -1.52574 -2.29713 2.78169  -0.0056
C23 -1.15862 -3.43461 3.49840  -0.0017
C24 -1.90053 -3.82864 4.60294  -0.0007
C25 -2.99512 -3.07552 5.01403  0.0002
C26 -3.34805 -1.92901 4.31574  0.0000
C27 -2.61674 -1.54189 3.20143  0.0005
H1 -0.28498 -4.25839 -1.35009  0.0002
H2 -1.74188 -3.72983 -0.54097  -0.0002
H3 -1.10362 -2.65730 -2.85787  -0.0008
H4 0.04393 -1.67624 -1.93748  0.0030
H5 -3.89926 -3.54553 -1.36530  -0.0005
H6 -5.49971 -4.49889 -2.95536  0.0002
H7 -6.18186 -3.20945 -4.95555  -0.0004
H8 -5.24980 -0.94912 -5.33587  -0.0002
H9 -3.65557 0.01891 -3.76066  -0.0005
H10 -0.67756 0.09734 -3.76347  -0.0001
H11 -0.91076 2.33407 -4.76118  -0.0001
H12 -2.25918 4.07147 -3.63371  -0.0003
H13 -3.41554 3.56906 -1.50865  0.0002
H14 -3.27886 1.29580 -0.55064  -0.0017
H15 1.11245 -2.84905 0.08403  0.0000
H16 0.15138 -3.98846 1.01702  -0.0012
H17 -0.06813 0.02762 3.69050  -0.0002
H18 1.76153 0.46039 5.27423  0.0001
H19 3.92701 -0.72670 5.02546  -0.0002
H20 4.19442 -2.42726 3.25021  0.0000
H21 2.36856 -2.89416 1.69258  -0.0003
H22 -0.28044 -4.00800 3.22087  0.0000
H23 -1.61028 -4.71443 5.15451  -0.0001
H24 -3.55954 -3.37548 5.88780  0.0000
H25 -4.18839 -1.32907 4.64336  0.0000
H26 -2.90330 -0.65543 2.64739  0.0007
N1 -5.56378 -2.82635 0.89312  -0.0005
C28 -4.26593 -3.16328 1.04423  -0.0021
N2 -4.00250 -4.34538 1.64508  -0.0008
O1 -3.34999 -2.42168 0.63259  -0.0245
H27 -6.31455 -3.44414 1.14733  0.0000
H28 -5.78912 -2.00102 0.36850  0.0001
H29 -4.72405 -4.86605 2.11301  -0.0001
H30 -3.05432 -4.50918 1.93806  0.0000
C29 2.79312 4.40566 -3.15852  0.0000
C30 3.08453 2.97473 -3.65400  -0.0001
C31 2.14980 1.95174 -2.98519  0.0001
C32 1.90228 2.39221 -1.53315  -0.0018
C33 0.98431 3.62761 -1.55499  0.0000
C34 1.33033 4.55643 -2.74162  -0.0001
P3 1.33093 1.08492 -0.36781  -0.0099
C35 1.11050 1.96835 1.25604  0.0003
C36 2.08226 3.11926 1.62609  0.0004
C37 1.38943 4.22638 2.42996  0.0001
C38 0.44181 3.61061 3.45366  0.0011
C39 -0.74783 2.93910 2.74684  0.0026
C40 -0.36335 2.40968 1.35477  0.0200
C41 2.80010 0.01211 -0.07373  -0.0001
C42 3.04449 -1.04846 -1.16143  0.0001
C43 4.31445 -1.82150 -0.80234  0.0000
C44 5.54433 -0.91153 -0.99344  0.0000
C45 5.18893 0.57147 -0.79388  -0.0001
C46 4.11916 0.75178 0.28274  -0.0001
H31 3.03841 5.12664 -3.93755  0.0000
H32 3.42957 4.64767 -2.30222  0.0000
H33 4.12469 2.71796 -3.44359  0.0000
H34 2.95574 2.91813 -4.73670  0.0000
H35 2.57048 0.95090 -3.06026  0.0000
H36 1.19737 1.93354 -3.51156  0.0000
H37 2.87730 2.66869 -1.12163  -0.0003
H38 1.07070 4.18676 -0.62146  0.0000
H39 -0.05403 3.30181 -1.63833  0.0000
H40 1.13075 5.59043 -2.45868  0.0000
H41 0.68378 4.33688 -3.59847  0.0000
H42 1.25840 1.17045 1.98237  -0.0002
H43 2.55055 3.55978 0.74630  0.0000
H44 2.88734 2.70260 2.23392  0.0000
H45 0.82834 4.89451 1.76623  0.0000
H46 2.14811 4.83398 2.92265  0.0000
H47 0.07182 4.36741 4.14344  0.0002
H48 0.99439 2.87323 4.04546  0.0000
H49 -1.56040 3.65844 2.63380  0.0000
H50 -1.13235 2.12649 3.36738  0.0003
H51 -0.58063 3.15287 0.58711  0.0002
H52 -1.04610 1.55712 1.14500  0.0056
H53 2.48414 -0.53633 0.81145  0.0000
H54 3.19052 -0.60153 -2.14457  0.0000
H55 2.18315 -1.71666 -1.24578  0.0000
H56 4.40639 -2.71769 -1.41640  0.0000
H57 4.24687 -2.15039 0.24081  0.0000
H58 5.95237 -1.05082 -1.99573  0.0000
H59 6.32768 -1.20221 -0.29172  0.0000
H60 4.83552 1.00568 -1.73552  0.0000
H61 6.08172 1.13092 -0.51367  0.0000
H62 3.95202 1.81208 0.45884  0.0000
H63 4.49663 0.34440 1.22633  0.0000


| no. | DFT total energy (Ha) |
| --- | --- |
| 1 | -1773.31753 |
| 2 | -687.80082 |
| 3 | -336.77945 |
| 4 | -404.10686 |
| 5 | -1005.13761 |
| 6 | -504.30047 |
| 7 | -3560.82415 |
| 8 | -4381.78106 |